Computed, not measured: a molecular structure, C18H51O10PS, with ωB97M-V with the def2-TZVPD basis set.

E_HOMO ... -10.01 eV
Spin multiplicity ... 1
Frontier orbital gap ... 10.348 eV
ΔE to the lowest compared entry with this formula, charge and spin ... 6.1 kcal per mole

Element x y z (Å)
O: -1.72193 4.19231 1.93303
P: -2.10551 2.82811 1.59710
O: -3.58440 2.76403 0.89545
S: -4.81634 3.18220 1.90955
O: -5.13959 4.55194 1.73056
O: -5.91874 2.35644 1.04354
H: -2.01168 2.03714 2.75634
H: -1.22139 2.31611 0.64480
H: -6.77360 2.45364 1.50523
C: 1.04914 -0.73725 3.19240
C: 0.00725 -0.76458 2.08670
C: 0.11578 -2.02690 1.24937
O: 0.16536 0.38536 1.24302
H: 2.05715 -0.75844 2.76658
H: 0.96117 0.17722 3.77906
H: 0.93719 -1.59162 3.86122
H: -0.99104 -0.69821 2.52413
H: 1.09228 -2.08941 0.76348
H: -0.63511 -2.02444 0.45779
H: -0.02398 -2.91935 1.85592
H: 1.04558 0.33821 0.85142
C: 0.52262 5.51536 -0.71032
C: 0.39846 4.70029 -1.98909
C: 0.17955 5.59579 -3.19889
O: -0.68228 3.77482 -1.86886
H: -0.39282 6.08227 -0.52456
H: 0.67168 4.86204 0.14981
H: 1.35890 6.21451 -0.76746
H: 1.30133 4.10468 -2.13371
H: -0.74682 6.16615 -3.09051
H: 0.08613 4.99767 -4.10608
H: 1.00522 6.29719 -3.32707
H: -1.49210 4.28344 -1.73884
C: 0.21573 -6.89200 0.11398
C: 1.16448 -5.77604 -0.29335
C: 2.52421 -6.32507 -0.69781
O: 1.31645 -4.84989 0.78432
H: 0.61138 -7.43598 0.97670
H: -0.75174 -6.48276 0.40528
H: 0.06276 -7.59972 -0.70156
H: 0.73354 -5.21557 -1.12425
H: 2.99056 -6.85143 0.13978
H: 3.19483 -5.51327 -0.98233
H: 2.43857 -7.01686 -1.53686
H: 1.69702 -5.32468 1.53292
C: -4.11393 -2.23113 -2.67705
C: -2.88432 -2.94098 -2.13078
C: -1.63313 -2.09767 -2.31392
O: -2.72125 -4.19962 -2.78713
H: -4.00437 -2.04558 -3.74902
H: -5.00258 -2.84952 -2.54530
H: -4.27612 -1.27595 -2.17535
H: -3.02935 -3.15955 -1.07141
H: -1.44410 -1.90721 -3.37305
H: -0.75813 -2.61987 -1.92492
H: -1.72410 -1.13847 -1.79966
H: -2.59138 -4.02415 -3.72661
C: 2.85300 -0.13531 -4.70143
C: 1.99625 -0.86889 -3.68099
C: 2.85476 -1.57850 -2.64389
O: 1.15598 -1.81438 -4.34136
H: 3.49254 -0.83868 -5.24213
H: 2.22437 0.36287 -5.43976
H: 3.48758 0.61196 -4.22276
H: 1.33243 -0.16029 -3.18346
H: 3.49422 -2.32653 -3.12118
H: 2.22675 -2.10399 -1.92242
H: 3.49008 -0.87351 -2.10511
H: 1.71948 -2.45460 -4.79162
C: 1.43519 3.77499 6.36321
C: 1.30358 2.93659 5.10127
C: 1.04733 3.80463 3.88108
O: 0.23615 1.99605 5.25704
H: 0.51280 4.33100 6.55150
H: 1.61077 3.13714 7.23027
H: 2.25776 4.48661 6.28151
H: 2.21460 2.35384 4.95439
H: 0.11192 4.35820 3.99047
H: 0.94906 3.18746 2.98675
H: 1.85671 4.51974 3.72468
H: -0.57579 2.49985 5.39020

Forces on the atoms, in the same order (eV/Å):
O 0.056 1.169 0.514
P 1.288 0.558 -0.520
O 0.014 -0.657 0.202
S -0.360 -0.775 0.557
O -0.032 1.105 -0.193
O 0.074 -0.295 0.055
H -0.638 -0.527 -0.336
H -0.663 -0.592 -0.176
H 0.349 0.013 -0.226
C -0.022 0.221 0.129
C 0.601 -0.261 -0.187
C -0.296 0.128 -0.050
O -0.265 0.153 0.128
H -0.026 -0.134 -0.060
H -0.083 -0.034 0.044
H 0.024 -0.018 -0.013
H -0.030 0.176 -0.084
H 0.065 -0.046 0.127
H -0.040 -0.018 0.038
H 0.066 -0.040 -0.033
H -0.065 -0.012 0.017
C 0.135 -0.115 0.093
C -0.362 0.506 0.144
C 0.054 -0.123 -0.171
O 0.087 -0.270 -0.016
H 0.004 0.032 -0.056
H 0.002 -0.002 -0.003
H -0.014 0.017 -0.008
H -0.086 -0.144 -0.002
H 0.040 0.053 0.091
H 0.047 -0.015 0.006
H -0.017 0.023 0.006
H 0.068 -0.009 0.013
C -0.177 0.074 -0.002
C 0.217 -0.435 0.319
C 0.084 0.149 -0.110
O -0.039 0.127 -0.132
H 0.089 -0.033 -0.059
H -0.011 0.019 -0.065
H 0.001 -0.015 0.012
H -0.017 0.135 0.090
H -0.077 -0.074 -0.001
H -0.032 0.012 -0.039
H 0.009 -0.020 0.015
H -0.020 -0.006 -0.078
C -0.167 -0.084 0.108
C 0.087 0.309 -0.518
C 0.094 -0.028 0.128
O -0.034 -0.171 0.213
H 0.090 0.070 0.019
H 0.006 0.002 0.050
H 0.007 0.017 -0.028
H 0.009 -0.176 -0.028
H -0.055 0.044 -0.005
H -0.010 0.003 0.026
H 0.014 0.011 -0.018
H 0.014 0.016 0.077
C -0.115 0.134 -0.076
C 0.485 -0.287 -0.171
C -0.142 -0.026 0.170
O -0.244 0.066 0.036
H 0.054 -0.025 0.092
H -0.022 0.032 0.040
H 0.021 -0.012 -0.010
H -0.137 -0.079 -0.054
H 0.055 0.077 -0.052
H -0.019 0.044 0.013
H 0.027 -0.015 -0.011
H -0.001 0.072 0.045
C 0.098 -0.133 0.145
C -0.341 0.488 0.035
C 0.055 -0.105 -0.105
O 0.099 -0.195 -0.016
H 0.014 0.063 -0.099
H 0.046 -0.013 -0.021
H -0.019 0.024 -0.001
H -0.099 -0.173 0.024
H 0.025 0.047 0.014
H 0.039 -0.004 -0.001
H -0.006 0.010 0.004
H 0.075 -0.002 -0.008

Atom charges from the Mulliken analysis, given in e for atoms 1 to 8: number 1, O, carries -0.616; number 2, P, carries 0.635; number 3, O, carries -0.139; number 4, S, carries 0.595; number 5, O, carries -0.466; number 6, O, carries -0.425; number 7, H, carries 0.008; number 8, H, carries 0.018